[1]
{"formula": "C5H8N2", "method": "wB97M-V/def2-TZVPD", "energy_ha": -304.7877, "charge": 0, "de_lowest_ev": 1.3012, "species": ["C", "C", "C", "C", "N", "C", "N", "H", "H", "H", "H", "H", "H", "H", "H"], "xyz": [[-0.29794, -0.51890, 1.48888], [0.21489, -0.00088, 0.16442], [0.01936, -0.94812, -1.02265], [-1.14802, -0.60014, -1.84138], [-2.05268, -0.29039, -2.49283], [0.23223, 1.45657, -0.08430], [1.48246, 0.72504, 0.12651], [-1.36827, -0.74549, 1.43437], [0.23003, -1.43578, 1.77905], [-0.15110, 0.22269, 2.28195], [-0.08934, -1.98297, -0.67859], [0.91062, -0.90310, -1.65596], [-0.13991, 2.10522, 0.70742], [0.07840, 1.83722, -1.09170], [1.83520, 0.88127, 1.06791]], "forces_ev_per_angstrom": [[0.01, 0.01, 0.05], [-0.15, -0.06, 0.05], [0.06, -0.02, -0.04], [-0.78, 0.27, -0.53], [0.87, -0.33, 0.67], [-0.23, 0.19, -0.09], [0.22, -0.04, 0.18], [0.13, 0.02, -0.01], [-0.08, 0.12, -0.06], [-0.02, -0.09, -0.14], [0.02, 0.15, -0.05], [-0.13, 0.02, 0.05], [0.08, -0.13, -0.12], [0.05, -0.08, 0.14], [-0.05, -0.03, -0.10]]}

=====

[2]
{"formula": "C5H8N2", "method": "wB97M-V/def2-TZVPD", "energy_ha": -304.7374, "charge": 0, "de_lowest_ev": 2.6682, "species": ["C", "N", "C", "C", "C", "N", "C", "H", "H", "H", "H", "H", "H", "H", "H"], "xyz": [[0.04913, -2.20489, -0.72918], [-0.18153, -0.97109, -0.01121], [-0.98099, -0.17000, -0.80380], [-0.71286, 1.14176, -0.52925], [0.17209, 1.13401, 0.57208], [0.54756, 2.25424, 1.31961], [0.51047, -0.18015, 0.85262], [-0.61248, -1.70890, -1.60562], [1.01443, -2.24182, -1.23805], [0.00810, -3.09670, -0.04910], [-1.96805, -0.58374, -0.96701], [-1.17060, 1.99247, -1.01224], [0.49625, 3.11247, 0.78919], [1.46312, 2.14535, 1.72960], [1.22455, -0.57853, 1.55899]], "forces_ev_per_angstrom": [[-0.10, 0.64, -0.73], [-0.52, 0.56, -0.04], [-0.51, 0.93, 1.06], [-0.29, 0.24, 0.44], [0.42, -0.13, 0.10], [0.26, 0.22, 0.07], [0.41, 0.35, -0.08], [0.68, -3.72, 0.91], [0.29, 0.24, 0.29], [-0.78, 0.47, -1.12], [0.19, -0.02, -1.17], [-0.14, 0.03, 0.30], [0.06, -0.04, 0.06], [0.04, 0.18, 0.03], [0.00, 0.06, -0.12]]}

=====

[3]
{"formula": "C5H8N2", "method": "wB97M-V/def2-TZVPD", "energy_ha": -304.6897, "charge": 0, "de_lowest_ev": 3.9685, "species": ["C", "N", "C", "C", "C", "N", "C", "H", "H", "H", "H", "H", "H", "H", "H"], "xyz": [[2.26753, 0.25656, 0.10455], [0.85514, -0.07856, 0.01434], [0.35428, -1.36409, 0.06987], [-1.03738, -1.41948, -0.01998], [-1.34813, 0.05158, 0.00556], [-2.62838, 0.64155, -0.24658], [-0.14003, 0.80989, -0.02381], [2.84150, -0.50420, -0.42873], [2.44474, 1.22976, -0.35693], [2.58916, 0.28462, 1.14855], [1.07145, -2.17629, 0.12524], [-1.34608, -0.46772, 1.07267], [-3.31016, -0.11222, -0.19875], [-2.65183, 0.97267, -1.20607], [0.03818, 1.87593, -0.05992]], "forces_ev_per_angstrom": [[0.13, 0.01, 0.00], [-0.25, 0.03, 0.01], [0.07, -0.11, -0.01], [0.26, 0.18, -0.02], [0.04, 0.16, -0.14], [-0.03, -0.14, -0.15], [0.02, -0.21, 0.03], [-0.07, 0.11, 0.08], [-0.04, -0.13, 0.07], [-0.04, 0.00, -0.13], [-0.12, 0.11, -0.02], [0.07, 0.01, 0.15], [0.01, 0.12, 0.02], [-0.02, 0.00, 0.10], [-0.03, -0.13, 0.00]]}

=====

[4]
{"formula": "C5H8N2", "method": "wB97M-V/def2-TZVPD", "energy_ha": -304.7213, "charge": 0, "de_lowest_ev": 3.1077, "species": ["C", "C", "C", "N", "C", "C", "N", "H", "H", "H", "H", "H", "H", "H", "H"], "xyz": [[-1.18617, -1.44778, -0.36774], [-1.15509, 0.05052, -0.33011], [-0.01186, 2.00192, 0.45497], [-0.05928, 0.76397, -0.05510], [1.24766, 0.12914, -0.30041], [1.67032, -0.71025, 0.82906], [2.02337, -1.38537, 1.69858], [-0.90236, -1.91982, 0.58798], [-0.55030, -1.89124, -1.14873], [-2.21541, -1.75170, -0.58308], [-2.07968, 0.60922, -0.23258], [0.90090, 2.57338, 0.36803], [-0.94151, 2.43751, 0.79672], [1.19478, -0.47709, -1.20904], [1.98360, 0.92066, -0.45689]], "forces_ev_per_angstrom": [[0.02, -0.07, -0.06], [0.08, 0.11, 0.15], [-0.02, 0.06, -0.02], [-0.16, -0.11, 0.02], [0.07, -0.02, -0.08], [0.30, -0.57, 0.74], [-0.38, 0.67, -0.88], [-0.05, 0.12, -0.18], [-0.13, 0.09, 0.14], [0.22, 0.00, 0.00], [0.12, -0.08, 0.03], [-0.14, -0.13, 0.00], [0.18, -0.03, -0.09], [-0.01, 0.07, 0.18], [-0.11, -0.12, 0.05]]}

=====

Look up the charge of the fourth one. 0